Molecular formula: C20H41CoN8O13P3S
Method: DFT, the ωB97M-V functional and the def2-TZVPD basis

Output
Spin multiplicity: 4
Calculated total energy in eV: -136275.78429
HOMO (spin up / spin down) in hartree: -0.29036 / -0.28887
F_max in eV Å⁻¹: 0.6
HOMO-LUMO gap (spin up / spin down) in eV: 8.0 / 7.9

Atoms and positions in Å:
Co  0.4185  -0.2374  -0.1297
O  -3.1199  -1.1004  -1.9363
C  -1.9082  -0.9055  -1.8961
O  -1.2041  -1.0480  -0.8273
C  -1.2036  -0.5314  -3.1824
C  -1.8857  -0.8661  -4.3219
C  -1.3623  -0.5950  -5.5797
C  -0.1556  0.0302  -5.7046
C  0.5617  0.3947  -4.5764
C  0.0797  0.1283  -3.2290
O  0.7096  0.4588  -2.1596
N  1.8397  1.0326  -4.8932
O  2.1808  1.0915  -6.0646
O  2.5433  1.4928  -4.0012
N  -2.0977  -0.9877  -6.7816
O  -3.1386  -1.6058  -6.6341
O  -1.6344  -0.6814  -7.8698
H  -2.8525  -1.3382  -4.2254
H  0.2429  0.2479  -6.6794
C  -0.5669  -3.6363  4.3855
N  0.0629  -3.0363  3.2146
C  0.8386  -3.9502  2.3754
P  0.2949  -1.4165  3.1351
O  0.9474  -1.0480  1.8583
O  -1.1576  -0.8061  3.3956
P  -2.1089  0.0412  2.3525
O  -1.2637  0.6893  1.3272
N  -3.2829  -1.0421  1.9870
C  -4.3605  -0.4832  1.1300
C  -2.9462  -2.4227  1.5966
N  -2.8580  1.1536  3.2832
C  -2.3047  2.5038  3.3880
C  -3.7435  0.7606  4.3756
N  1.1176  -0.8085  4.4308
C  2.5774  -0.9353  4.3957
C  0.5478  -0.7543  5.7737
H  -1.2337  -4.4396  4.0663
H  -1.1644  -2.9014  4.9232
H  0.1740  -4.0597  5.0705
H  0.1824  -4.7347  1.9917
H  1.6461  -4.4234  2.9427
H  1.2675  -3.4130  1.5315
H  -4.5222  0.5695  1.3602
H  -5.2842  -1.0272  1.3412
H  -4.1184  -0.5958  0.0717
H  -2.1321  -2.8071  2.2073
H  -2.6679  -2.4770  0.5449
H  -3.8284  -3.0421  1.7686
H  -1.5788  2.6774  2.5958
H  -1.8154  2.6483  4.3577
H  -3.1064  3.2410  3.2985
H  -4.0757  -0.2660  4.2400
H  -4.6214  1.4104  4.3929
H  -3.2352  0.8482  5.3420
H  2.9269  -0.9533  3.3641
H  2.9232  -1.8418  4.9056
H  3.0250  -0.0723  4.8941
H  -0.5334  -0.6351  5.7239
H  0.9588  0.1100  6.2995
H  0.7815  -1.6498  6.3600
C  5.9566  -1.2901  -1.0535
N  4.6568  -1.8509  -0.7290
C  3.4854  -1.2806  -1.0514
N  3.5159  -0.0824  -1.6074
S  2.0251  -2.1166  -0.7552
H  6.7243  -1.8931  -0.5792
H  6.0446  -0.2724  -0.6696
H  6.1421  -1.2788  -2.1305
H  4.5909  -2.7881  -0.3776
H  4.3757  0.3616  -1.8847
H  2.6424  0.3272  -1.9506
C  2.9363  3.1237  -1.2529
O  2.4369  2.7687  0.0410
P  0.9943  2.1139  0.2940
O  0.7205  2.8182  1.7203
C  1.4646  2.4373  2.8785
O  0.0925  3.0432  -0.6380
C  -1.2288  2.6957  -1.0864
H  2.8907  4.2065  -1.3596
H  2.3594  2.6661  -2.0497
H  3.9757  2.8032  -1.3154
H  1.2059  3.1417  3.6654
H  2.5400  2.5000  2.6931
H  1.2094  1.4302  3.2013
H  -1.3243  3.0378  -2.1127
H  -1.9627  3.1990  -0.4576
H  -1.4087  1.6251  -1.0438